(1)
Entry from the OMol25 dataset: a single C4H4N2O molecule (wB97M-V/def2-TZVPD).

The geometry in XYZ format:
```
11
C4H4N2O, DFT wB97M-V/def2-TZVPD
C 0.77674 1.28436 -0.49581
C -2.29292 -1.65526 1.71347
N -1.18814 -1.20336 1.09670
N 0.29674 0.13507 -0.19899
H -3.19791 -1.47970 1.08828
H 1.78229 2.24297 -2.07824
H 1.98973 0.46355 -2.09337
C 1.88639 1.35053 -1.46667
O -2.31715 -2.27187 2.74619
C -0.53444 -0.34169 0.56701
H 2.79867 1.47540 -0.87856
```

- Lowest unoccupied orbital energy (alpha / beta): -0.0109 / -0.0109 hartree
- Kohn-Sham gap (alpha / beta): 7.61 / 7.61 eV
- HOMO energy (alpha / beta): -7.90 / -7.90 eV

(2)
Entry from the OMol25 dataset: a single C4H4N2O molecule (wB97M-V/def2-TZVPD).

The geometry in XYZ format:
```
11
C4H4N2O, DFT wB97M-V/def2-TZVPD
C 1.26393 -0.80705 0.06944
H -2.13682 0.67674 0.27813
H 1.99473 1.24402 -0.27940
H -1.92787 -1.54628 -0.41743
C -0.11778 1.17244 0.06977
N 0.12018 -1.57685 -0.24080
N -1.20059 0.31770 0.16418
C 1.10630 0.64714 -0.10723
H -0.34163 2.23376 0.13265
O 2.29403 -1.31709 0.45740
C -1.02059 -0.99837 -0.16295
```

- Lowest unoccupied orbital energy: 0.0141 hartree
- Kohn-Sham gap: 9.75 eV
- SMILES: O=c1cc[nH]cn1
- HOMO energy: -9.37 eV

(3)
Entry from the OMol25 dataset: a single C4H4N2O molecule (wB97M-V/def2-TZVPD).

The geometry in XYZ format:
```
11
C4H4N2O, DFT wB97M-V/def2-TZVPD
C -0.12715 0.28049 -1.41340
H 0.80316 -1.91302 0.90249
N 0.49092 -0.80177 -0.85024
C -0.15558 -0.02139 1.27011
C 0.40774 -0.97954 0.51571
H 0.93882 -1.48727 -1.43672
H -0.18198 0.26525 -2.50222
N -0.64631 1.25385 -0.76268
C -0.53100 1.26128 0.64816
O -0.72565 2.27289 1.28712
H -0.27297 -0.13077 2.34167
```

- Lowest unoccupied orbital energy: 0.0136 hartree
- Kohn-Sham gap: 9.71 eV
- SMILES: O=c1cc[nH]cn1
- HOMO energy: -9.34 eV

(4)
Entry from the OMol25 dataset: 2 unconnected molecules or ions with the total composition C4H4N2O (wB97M-V/def2-TZVPD).

The geometry in XYZ format:
```
11
C4H4N2O, DFT wB97M-V/def2-TZVPD
H 2.02173 0.95560 -2.21849
C 2.97235 -0.02923 -0.42673
C 2.48266 0.52250 -1.37973
O -0.42814 -0.35002 -1.43214
N 3.81589 -1.15612 1.65341
H -0.16292 -1.53190 0.07580
H -1.14900 -0.29063 1.70792
H -1.57050 1.02333 0.45717
C -1.12478 0.07584 0.69968
C 3.45914 -0.64413 0.68869
N -0.56439 -0.62336 -0.22330
```

- Lowest unoccupied orbital energy (alpha / beta): 0.0219 / 0.0219 hartree
- Kohn-Sham gap (alpha / beta): 9.93 / 9.93 eV
- SMILES: C=[NH+][O-].C#CC#N
- HOMO energy (alpha / beta): -9.34 / -9.34 eV

(5)
Entry from the OMol25 dataset: a single C4H4N2O molecule (wB97M-V/def2-TZVPD).

The geometry in XYZ format:
```
11
C4H4N2O, DFT wB97M-V/def2-TZVPD
N 0.11538 -1.51881 -0.03637
H -2.42619 0.47654 0.07662
C -1.07368 -1.07268 0.00451
C 0.85224 0.89723 -0.00514
O 2.33211 -0.97973 -0.07850
C 1.19578 -0.57753 -0.04193
C -0.58103 1.33761 0.03789
H -1.91834 -1.77466 0.00891
H 1.45394 1.47346 -0.73433
N -1.42502 0.29004 0.04362
H 1.47482 1.44853 0.72472
```

- Lowest unoccupied orbital energy: -0.0182 hartree
- Kohn-Sham gap: 8.28 eV
- HOMO energy: -8.78 eV

(6)
Entry from the OMol25 dataset: a single C4H4N2O molecule (wB97M-V/def2-TZVPD).

The geometry in XYZ format:
```
11
C4H4N2O, DFT wB97M-V/def2-TZVPD
C 1.19467 -0.82192 -0.02881
C -0.10762 1.20075 0.03623
N 0.02490 -1.54390 -0.36757
H -0.26350 2.27184 0.01308
C -1.08919 -0.93943 -0.25301
H 2.00314 1.22080 -0.10747
H -2.03270 -1.44927 -0.46406
H -1.79319 0.42940 0.91809
C 1.09599 0.64052 -0.04856
N -1.24965 0.40009 0.06833
O 2.21713 -1.40888 0.23375
```

- Lowest unoccupied orbital energy: 0.0162 hartree
- Kohn-Sham gap: 10.15 eV
- SMILES: O=c1cc[nH]cn1
- HOMO energy: -9.71 eV

(7)
Entry from the OMol25 dataset: 2 unconnected molecules or ions with the total composition C4H4N2O (wB97M-V/def2-TZVPD).

The geometry in XYZ format:
```
11
C4H4N2O, DFT wB97M-V/def2-TZVPD
C -0.10207 -0.42785 -0.25139
H -1.37491 -2.10185 -0.32916
H -0.87772 -1.73229 1.36184
O -0.34116 0.90984 -0.10748
H -2.01607 -0.69625 0.42368
C 0.79164 1.54204 0.22044
H 0.60420 3.14763 1.07115
C 1.83455 1.23222 -0.56552
N 1.69674 0.23286 -1.33164
N 1.00004 -0.79747 -0.77208
C -1.21525 -1.30887 0.28017
```

- Lowest unoccupied orbital energy: -0.0341 hartree
- Kohn-Sham gap: 8.09 eV
- HOMO energy: -9.02 eV

(8)
Entry from the OMol25 dataset: a molecular structure, C4H4N2O (wB97M-V/def2-TZVPD).

The geometry in XYZ format:
```
11
C4H4N2O, DFT wB97M-V/def2-TZVPD
N 0.75460 -0.28515 1.13204
N -1.12678 0.90906 0.45124
C -0.30900 0.50322 1.43700
H 1.35985 -0.59166 1.87938
H 2.03021 -1.06283 -0.34601
C 0.25011 -0.21264 -1.18353
O -1.93765 0.57325 -1.68963
C -1.03813 0.42952 -0.89318
H -1.55261 0.73901 1.61138
H 0.48988 -0.44032 -2.21664
C 1.07951 -0.56145 -0.18205
```

- Lowest unoccupied orbital energy: 0.0187 hartree
- Kohn-Sham gap: 9.53 eV
- HOMO energy: -9.02 eV

(9)
Entry from the OMol25 dataset: a single C4H4N2O molecule (wB97M-V/def2-TZVPD).

The geometry in XYZ format:
```
11
C4H4N2O, DFT wB97M-V/def2-TZVPD
C -1.05813 -1.13670 0.02336
H 1.72108 1.42843 -0.01566
C -0.39886 1.06500 -0.15707
N -1.48552 0.15184 -0.07588
H -1.85813 -1.87521 0.01752
H -0.66132 1.99079 -0.66475
C 0.92353 0.68756 0.00472
O 2.41347 -1.12620 -0.01170
C 1.26149 -0.73944 0.02698
N 0.15494 -1.60977 -0.00231
H -1.01254 1.16369 0.85479
```

- Lowest unoccupied orbital energy (alpha / beta): -0.0613 / -0.0613 hartree
- Kohn-Sham gap (alpha / beta): 7.78 / 7.78 eV
- HOMO energy (alpha / beta): -9.45 / -9.45 eV

(10)
Entry from the OMol25 dataset: a single C4H4N2O molecule (wB97M-V/def2-TZVPD).

The geometry in XYZ format:
```
11
C4H4N2O, DFT wB97M-V/def2-TZVPD
C 0.11778 1.27122 -0.06152
O 2.94449 -0.48303 -0.09746
N 1.38383 1.35038 -0.06659
H -0.50755 2.20261 -0.16560
H 0.50908 -2.08283 0.00016
H -2.18618 -1.16104 0.32351
C 0.53455 -0.95911 -0.05466
C -0.47742 -0.09059 -0.15779
H -2.30678 0.41087 0.56684
C 1.81208 -0.13771 -0.05593
N -1.82387 -0.32078 -0.23095
```

- Lowest unoccupied orbital energy: -0.0237 hartree
- Kohn-Sham gap: 8.89 eV
- SMILES: NC1=CC(=O)N=C1
- HOMO energy: -9.53 eV

What are the total energy values for these records? In order: -339.4285 -339.5712 -339.5744 -339.3958 -339.4844 -339.5549 -339.2711 -339.4578 -339.4440 -339.5114 Eh.
What are the maximum force values for these records? In order: 2.19 0.43 0.29 1.64 1.26 1.08 5.56 0.46 0.75 6.45 eV Å⁻¹.
What are the energy above the lowest of the compared OMol25 structures with the same formula, charge and spin values for these records? In order: 4.169 0.285 0.199 5.057 2.648 0.728 8.451 3.370 3.746 1.911 eV.